A structure of composition C27H24F6N2O4PSSbTi. Source: OMol25; level of theory: the ωB97M-V functional and the def2-TZVPD basis.

Each line ends with the natural charge from an NBO analysis.
Positions of all 67 atoms, in Å:
Ti 0.040 0.422 0.209  1.72
C -1.263 -5.609 5.672  -0.64
C -0.740 -4.469 4.849  0.06
C -1.553 -3.385 4.528  -0.23
C -1.072 -2.338 3.762  -0.09
C 0.245 -2.385 3.325  -0.41
C 1.086 -3.452 3.628  -0.13
C 0.580 -4.486 4.389  -0.21
S 0.817 -1.104 2.309  2.34
O 0.589 -1.467 0.872  -0.89
O 2.267 -0.961 2.627  -0.97
N -0.007 0.198 2.371  -0.93
C 0.300 1.424 3.080  -0.35
C 0.005 2.562 2.099  0.79
O -0.016 3.713 2.383  -0.49
O -0.227 2.114 0.826  -0.66
H -2.253 -5.395 6.069  0.23
H -0.593 -5.824 6.505  0.24
H -1.327 -6.514 5.065  0.24
H -2.574 -3.357 4.887  0.23
H -1.698 -1.491 3.511  0.23
H 2.109 -3.465 3.276  0.25
H 1.220 -5.322 4.639  0.23
H 1.353 1.496 3.369  0.25
H -0.314 1.564 3.969  0.24
F 0.555 0.557 -1.496  -0.50
Sb 3.717 -0.575 1.012  3.15
F 3.983 -0.263 -0.797  -0.64
F 3.204 -2.354 0.751  -0.64
F 5.472 -1.160 1.221  -0.64
F 4.183 0.810 2.165  -0.63
F 2.157 0.619 0.664  -0.64
N -1.854 -0.121 -0.125  -0.79
P -2.764 -0.175 -1.487  1.71
C -4.476 -0.007 -1.011  -0.36
C -5.376 0.625 -1.867  -0.20
C -6.714 0.701 -1.513  -0.19
C -7.145 0.151 -0.314  -0.16
C -6.245 -0.476 0.540  -0.21
C -4.906 -0.559 0.196  -0.18
C -2.325 1.089 -2.667  -0.47
C -2.053 0.789 -3.998  -0.16
C -1.674 1.807 -4.861  -0.20
C -1.563 3.107 -4.392  -0.16
C -1.838 3.406 -3.063  -0.21
C -2.224 2.400 -2.196  -0.12
C -2.407 -1.811 -2.121  -0.43
C -1.095 -2.096 -2.515  -0.12
C -0.787 -3.366 -2.971  -0.22
C -1.776 -4.339 -3.037  -0.16
C -3.078 -4.051 -2.650  -0.19
C -3.399 -2.786 -2.182  -0.18
H -5.033 1.059 -2.797  0.23
H -7.417 1.193 -2.170  0.23
H -8.189 0.216 -0.038  0.23
H -6.588 -0.896 1.475  0.23
H -4.192 -1.035 0.856  0.23
H -2.133 -0.228 -4.359  0.23
H -1.459 1.581 -5.896  0.23
H -1.258 3.897 -5.066  0.23
H -1.745 4.421 -2.702  0.23
H -2.431 2.631 -1.156  0.22
H -0.333 -1.327 -2.480  0.23
H 0.225 -3.594 -3.278  0.24
H -1.531 -5.329 -3.398  0.23
H -3.845 -4.810 -2.712  0.23
H -4.412 -2.559 -1.877  0.23

Forces on atoms 1 to 3 (eV/Å):
Ti -0.6243 0.1282 0.0676
C 0.0023 -0.0017 -0.0045
C 0.0070 0.0158 -0.0108

The value obtained for the HOMO-LUMO gap (spin up / spin down) is 8.7 / 6.7 eV. The value obtained for the energy relative to the best compared isomer or geometry (same formula, charge and spin) is 0.758 eV. As for the total energy: -105639.8809 eV. As for the total charge: +1. As for the spin multiplicity: 2.